{
  "formula": "C49H37O19PS",
  "method": "ωB97M-V/def2-TZVPD",
  "symbols": ["O", "S", "O", "C", "P", "O", "H", "H", "H", "H", "H", "C", "C", "C", "O", "C", "C", "C", "O", "H", "H", "H", "H", "C", "C", "C", "O", "C", "C", "C", "O", "H", "H", "H", "H", "C", "C", "C", "O", "C", "C", "C", "O", "H", "H", "H", "H", "C", "C", "C", "O", "C", "C", "C", "O", "H", "H", "H", "H", "C", "C", "C", "O", "C", "C", "C", "O", "H", "H", "H", "H", "C", "C", "C", "O", "C", "C", "C", "O", "H", "H", "H", "H", "C", "C", "C", "O", "C", "C", "C", "O", "H", "H", "H", "H", "C", "C", "C", "O", "C", "C", "C", "O", "H", "H", "H", "H"],
  "positions_angstrom": [[-4.447, -4.454, 2.832], [-3.976, -4.439, 1.426], [-2.899, -5.449, 1.235], [-3.343, -2.745, 0.994], [-1.508, -2.943, 0.499], [-1.290, -2.040, -0.925], [-5.009, -4.780, 0.578], [-3.936, -2.300, 0.189], [-3.416, -2.177, 1.927], [-0.822, -2.299, 1.577], [-2.130, -1.844, -1.328], [-1.410, 1.580, -0.794], [-1.153, 2.878, -0.928], [-2.129, 3.903, -0.483], [-1.898, 5.087, -0.605], [-3.398, 3.425, 0.120], [-3.648, 2.123, 0.251], [-2.674, 1.108, -0.196], [-2.899, -0.079, -0.060], [-0.711, 0.815, -1.109], [-0.229, 3.237, -1.361], [-4.100, 4.184, 0.442], [-4.566, 1.749, 0.685], [3.055, -1.261, -0.591], [1.836, -1.253, -0.055], [1.556, -0.516, 1.201], [0.443, -0.498, 1.693], [2.680, 0.209, 1.837], [3.898, 0.200, 1.299], [4.176, -0.534, 0.044], [5.287, -0.539, -0.452], [3.282, -1.792, -1.507], [1.004, -1.775, -0.509], [2.456, 0.739, 2.746], [4.730, 0.724, 1.748], [-8.302, 1.667, 0.203], [-9.249, 0.812, -0.178], [-9.617, -0.348, 0.666], [-10.474, -1.132, 0.315], [-8.895, -0.520, 1.946], [-7.953, 0.339, 2.330], [-7.586, 1.497, 1.489], [-6.721, 2.280, 1.831], [-8.015, 2.520, -0.400], [-9.785, 0.921, -1.112], [-9.173, -1.371, 2.539], [-7.413, 0.225, 3.260], [3.246, 0.806, -5.417], [2.228, 1.498, -4.910], [2.131, 1.758, -3.457], [1.201, 2.387, -2.988], [3.206, 1.223, -2.589], [4.224, 0.531, -3.097], [4.321, 0.270, -4.552], [5.248, -0.358, -5.017], [3.336, 0.604, -6.477], [1.437, 1.897, -5.525], [3.116, 1.425, -1.528], [5.018, 0.130, -2.479], [2.995, 2.675, -10.522], [2.457, 2.571, -9.308], [2.899, 3.443, -8.197], [2.410, 3.347, -7.088], [3.959, 4.434, -8.483], [4.498, 4.539, -9.697], [4.056, 3.667, -10.809], [4.544, 3.762, -11.915], [2.686, 2.046, -11.347], [1.680, 1.852, -9.079], [4.268, 5.062, -7.657], [5.274, 5.257, -9.926], [7.361, -2.599, 0.430], [8.348, -2.577, 1.325], [9.097, -3.805, 1.673], [9.995, -3.786, 2.490], [8.711, -5.060, 0.988], [7.724, -5.083, 0.094], [6.975, -3.855, -0.254], [6.076, -3.877, -1.070], [6.801, -1.712, 0.163], [8.645, -1.670, 1.836], [9.271, -5.947, 1.256], [7.427, -5.991, -0.416], [-6.657, -4.185, 4.790], [-6.945, -4.995, 5.808], [-8.255, -4.929, 6.494], [-8.519, -5.663, 7.421], [-9.235, -3.930, 6.006], [-8.947, -3.120, 4.989], [-7.635, -3.187, 4.304], [-7.364, -2.453, 3.372], [-5.705, -4.218, 4.274], [-6.244, -5.732, 6.177], [-10.187, -3.898, 6.520], [-9.651, -2.385, 4.621], [4.803, 3.832, 6.513], [4.809, 2.655, 5.889], [4.077, 2.459, 4.618], [4.082, 1.385, 4.048], [3.339, 3.617, 4.065], [3.332, 4.793, 4.690], [4.064, 4.990, 5.962], [4.060, 6.061, 6.529], [5.331, 3.995, 7.444], [5.343, 1.797, 6.276], [2.811, 3.454, 3.134], [2.798, 5.651, 4.302]],
  "mulliken_charge": [-0.618, 0.789, -0.594, -0.738, 0.324, -0.499, 0.175, 0.423, 0.372, -0.006, 0.361, -0.087, -0.451, 0.184, -0.561, -0.434, -0.436, 0.108, -0.362, 0.529, 0.566, 0.490, 0.427, -0.373, -0.048, 0.582, -0.587, -0.355, -0.346, -0.169, -0.696, 0.590, 0.342, 0.528, 0.452, -0.445, -0.374, 0.270, -0.554, -0.218, -0.319, 0.457, -0.597, 0.452, 0.419, 0.470, 0.428, -0.457, -0.521, 0.239, -0.481, 0.052, -0.511, 0.097, -0.562, 0.450, 0.521, 0.597, 0.580, -0.379, -0.220, 0.403, -0.492, -0.398, -0.389, 0.336, -0.539, 0.402, 0.441, 0.425, 0.401, -0.209, -0.485, 0.344, -0.554, -0.380, -0.411, 0.315, -0.534, 0.683, 0.444, 0.406, 0.418, -0.492, -0.460, 0.293, -0.551, -0.573, -0.249, 0.595, -0.438, 0.699, 0.455, 0.411, 0.418, -0.394, -0.374, 0.388, -0.463, -0.212, -0.468, 0.301, -0.534, 0.402, 0.421, 0.511, 0.415],
  "lumo_energy_ev": -1.959,
  "orbital_gap_ha": 0.2354,
  "charge": 0
}



{
  "formula": "C49H38N5O5P2RuS2",
  "method": "ωB97M-V/def2-TZVPD",
  "symbols": ["Ru", "O", "C", "C", "C", "C", "C", "C", "P", "C", "C", "C", "C", "C", "C", "C", "C", "C", "C", "C", "C", "C", "C", "C", "C", "C", "C", "P", "C", "C", "C", "C", "C", "C", "C", "C", "C", "C", "C", "C", "H", "H", "H", "H", "H", "H", "H", "H", "H", "H", "H", "H", "H", "H", "H", "H", "H", "H", "H", "H", "H", "H", "H", "H", "H", "H", "H", "H", "N", "C", "N", "C", "C", "S", "C", "C", "S", "C", "N", "N", "H", "H", "H", "H", "H", "H", "O", "C", "C", "C", "C", "C", "C", "C", "O", "N", "O", "O", "H", "H", "H", "H"],
  "positions_angstrom": [[0.022, 0.843, -0.490], [-0.801, -1.434, 2.324], [0.240, -1.665, 3.208], [0.309, -2.757, 4.061], [1.348, -2.835, 4.975], [2.309, -1.838, 5.049], [2.256, -0.783, 4.156], [1.237, -0.700, 3.204], [1.211, 0.680, 2.017], [2.988, 1.054, 1.889], [3.537, 2.308, 2.132], [4.917, 2.485, 2.099], [5.750, 1.418, 1.805], [5.204, 0.171, 1.519], [3.833, -0.009, 1.558], [0.377, 1.958, 3.008], [-0.986, 2.132, 2.805], [-1.735, 2.948, 3.641], [-1.117, 3.607, 4.691], [0.242, 3.427, 4.919], [0.982, 2.595, 4.096], [-1.533, -2.522, 1.896], [-2.378, -3.216, 2.752], [-3.022, -4.350, 2.290], [-2.832, -4.788, 0.983], [-2.057, -4.042, 0.119], [-1.412, -2.882, 0.563], [-0.741, -1.749, -0.701], [0.629, -2.681, -1.448], [1.397, -3.451, -0.571], [2.530, -4.112, -1.020], [2.909, -4.016, -2.351], [2.156, -3.250, -3.231], [1.028, -2.576, -2.783], [-2.210, -1.721, -1.789], [-2.330, -2.380, -3.007], [-3.565, -2.452, -3.644], [-4.690, -1.906, -3.049], [-4.581, -1.271, -1.816], [-3.349, -1.168, -1.199], [-0.430, -3.542, 4.036], [1.391, -3.682, 5.646], [3.102, -1.890, 5.781], [3.030, -0.028, 4.186], [2.899, 3.152, 2.356], [5.337, 3.458, 2.315], [6.822, 1.556, 1.796], [5.851, -0.663, 1.283], [3.423, -0.994, 1.364], [-1.496, 1.604, 2.001], [-2.797, 3.064, 3.473], [-1.694, 4.246, 5.345], [0.721, 3.920, 5.753], [2.026, 2.427, 4.321], [-2.525, -2.870, 3.766], [-3.673, -4.899, 2.956], [-3.319, -5.688, 0.634], [-1.973, -4.341, -0.919], [1.102, -3.546, 0.468], [3.108, -4.714, -0.333], [3.783, -4.545, -2.706], [2.443, -3.181, -4.272], [0.467, -1.976, -3.482], [-1.484, -2.875, -3.459], [-3.648, -2.966, -4.592], [-5.653, -1.986, -3.534], [-5.461, -0.861, -1.338], [-3.282, -0.683, -0.229], [3.213, -0.330, -1.695], [3.172, 0.979, -1.393], [2.104, 1.611, -0.939], [2.399, 2.942, -0.655], [3.661, 3.316, -0.929], [4.563, 1.974, -1.525], [1.310, 3.742, -0.103], [1.349, 5.003, 0.368], [-0.246, 5.530, 0.768], [-0.869, 4.013, 0.261], [0.053, 3.147, -0.124], [-2.185, 3.739, 0.277], [2.354, -0.813, -1.923], [4.050, -0.708, -2.107], [4.121, 4.281, -0.802], [2.195, 5.660, 0.472], [-2.840, 4.482, 0.449], [-2.475, 2.957, -0.294], [0.462, 0.410, -2.650], [-0.170, 0.699, -3.681], [-1.525, 1.131, -3.735], [-2.139, 1.176, -5.002], [-3.457, 1.515, -5.083], [-4.198, 1.861, -3.949], [-3.604, 1.845, -2.713], [-2.256, 1.471, -2.570], [-1.696, 1.515, -1.386], [-4.120, 1.514, -6.400], [-5.302, 1.770, -6.417], [-3.436, 1.237, -7.359], [0.362, 0.586, -4.634], [-1.588, 0.931, -5.901], [-5.237, 2.136, -4.068], [-4.167, 2.110, -1.829]],
  "mulliken_spin": [3.560, 0.065, 0.052, 0.001, 0.002, 0.000, 0.003, -0.003, 0.201, 0.070, 0.004, -0.003, 0.007, -0.001, 0.027, -0.101, 0.049, 0.018, 0.002, 0.000, -0.006, 0.042, 0.001, 0.000, 0.002, -0.002, -0.017, 0.330, -0.023, 0.016, -0.004, 0.011, -0.004, 0.017, -0.081, 0.009, -0.004, 0.006, 0.001, 0.007, 0.000, 0.000, 0.000, 0.002, 0.000, 0.000, 0.000, 0.000, -0.007, -0.004, 0.001, 0.000, 0.000, 0.001, 0.000, 0.000, 0.000, 0.002, 0.001, 0.000, 0.000, 0.000, 0.005, 0.001, 0.000, 0.000, 0.000, 0.002, 0.029, -0.039, 0.107, 0.026, 0.011, 0.014, 0.012, 0.009, 0.010, 0.002, 0.113, 0.012, 0.015, -0.004, -0.001, -0.001, 0.001, -0.001, 0.124, -0.002, -0.045, -0.008, 0.013, -0.004, 0.036, 0.042, 0.258, -0.001, 0.002, 0.002, 0.008, -0.001, 0.000, 0.002],
  "lumo_energy_ev": [-5.500, -7.240],
  "orbital_gap_ha": [0.2675, 0.2090],
  "spin_multiplicity": 6,
  "s_squared": 8.760,
  "charge": 2,
  "e_above_lowest_kj_mol": 66.3
}